Record 1
150
Properties=species:S:1:pos:R:3:lowdin_charge:R:1 method="wB97M-V/def2-TZVPD" relative_energy_kcal_mol=35.06 e_tot_ev=-68331.7188 homo_energy_ev=-8.84 smiles=COC[C@H](C)N.COC[C@H](C)N.COC[C@H](C)N.COC[C@H](C)N.COC[C@H](C)N.COC[C@H](C)N.CC(C)O.CC(C)O.CC(C)O.CC(C)O lumo_ev=0.55 molar_mass_g_mol=775.2 gap_ev=9.39
C -0.31692 3.42165 -5.23580 -0.17
O 0.24149 2.25978 -4.81057 -0.21
C 1.68576 2.47029 -4.78090 -0.16
C 2.22570 1.10588 -4.28994 -0.42
C 1.44174 0.59946 -3.10995 -0.08
N 3.67524 1.10442 -4.02420 0.05
H -1.36548 3.32985 -5.41072 0.09
H 0.09579 3.75241 -6.18795 0.09
H -0.18240 4.14470 -4.43553 0.08
H 2.11451 2.68663 -5.70991 0.10
H 1.89638 3.29285 -4.05704 0.13
H 1.96776 0.45363 -5.19586 0.16
H 0.33868 0.52544 -3.22886 0.09
H 1.69864 1.31127 -2.31489 0.06
H 1.84639 -0.35121 -2.80649 0.06
H 4.18630 1.22201 -4.88564 0.06
H 4.05275 1.76441 -3.29230 0.08
C 4.38454 -4.56900 3.06724 -0.15
O 3.38809 -4.22347 2.16390 -0.22
C 2.18586 -3.60458 2.72298 -0.16
C 1.01311 -4.09640 1.83079 -0.39
C 1.22192 -3.66735 0.40518 -0.07
N -0.24838 -3.55933 2.50099 0.04
H 5.31582 -4.82563 2.53715 0.09
H 4.14710 -5.45638 3.62910 0.07
H 4.63324 -3.75461 3.80075 0.10
H 2.05542 -3.92488 3.74692 0.11
H 2.23346 -2.50663 2.76327 0.11
H 0.95113 -5.21553 1.92536 0.15
H 2.24587 -4.06756 0.02378 0.11
H 1.19757 -2.57325 0.30011 0.05
H 0.46204 -4.08883 -0.23599 0.05
H -0.36001 -2.56717 2.25467 0.04
H -1.13193 -4.09524 2.26562 0.09
C -4.15885 -4.49883 -0.31178 -0.11
O -3.25146 -3.69468 0.39324 -0.17
C -2.70578 -2.62617 -0.35705 -0.22
C -3.41201 -1.29721 -0.22622 -0.43
C -2.98356 -0.34332 -1.33756 -0.05
N -3.08788 -0.64149 1.00112 0.05
H -3.60524 -5.27475 -0.86744 0.09
H -4.87960 -3.94277 -0.93972 0.10
H -4.70638 -5.05238 0.38048 0.06
H -1.68273 -2.47888 -0.09016 0.10
H -2.48202 -2.85858 -1.41996 0.11
H -4.49990 -1.44753 -0.24616 0.14
H -3.47669 -0.53578 -2.29523 0.08
H -1.90267 -0.49633 -1.57821 0.07
H -3.06737 0.76910 -1.12729 0.08
H -3.27689 -1.30451 1.78314 0.08
H -2.09590 -0.37208 1.04646 0.05
C -0.99896 3.13627 -1.97893 -0.08
O -2.18055 3.03748 -1.17063 -0.23
C -2.13253 4.08097 -0.20997 -0.20
C -3.23210 3.94541 0.86863 -0.39
C -3.51153 5.25415 1.65114 -0.04
N -2.93366 2.88623 1.81779 0.06
H -0.09552 2.78174 -1.40030 0.10
H -0.79118 4.16679 -2.26774 0.09
H -1.18148 2.45643 -2.78806 0.07
H -1.11683 4.13224 0.25686 0.14
H -2.31378 5.00645 -0.70975 0.11
H -4.10041 3.71723 0.26445 0.11
H -3.46389 6.09670 0.96669 0.07
H -2.82962 5.44114 2.48396 0.08
H -4.52746 5.19387 1.92574 0.06
H -2.98968 1.92058 1.59233 0.03
H -2.02424 3.09047 2.19226 0.04
C 0.54550 -0.03344 0.02899 -0.15
O 0.09869 -0.37858 1.29728 -0.21
C -0.05927 0.81879 2.07756 -0.21
C 1.21295 1.58349 2.26950 -0.42
C 2.26667 0.80512 3.06427 -0.03
N 0.80026 2.83076 2.95869 0.06
H 0.39319 -0.93191 -0.62433 0.08
H 1.62065 0.21224 -0.05176 0.08
H 0.00035 0.82187 -0.44556 0.09
H -0.83059 1.47940 1.59672 0.12
H -0.41483 0.48772 3.01481 0.08
H 1.58466 1.88921 1.23721 0.13
H 3.15873 1.35806 3.27183 0.06
H 2.47274 -0.13456 2.53253 0.07
H 1.77849 0.50974 3.96478 0.07
H 0.48491 2.73810 3.91221 0.05
H 1.61534 3.41733 2.99823 0.05
C -0.51802 -2.65334 7.04288 -0.11
O -1.49461 -1.64739 6.75242 -0.20
C -1.01479 -0.53866 5.94312 -0.21
C -2.17730 0.23216 5.42693 -0.45
C -2.95383 -0.53700 4.38010 -0.06
N -1.73827 1.51874 4.81993 0.05
H 0.39579 -2.17221 7.36322 0.07
H -0.43332 -3.36547 6.22091 0.08
H -0.89978 -3.24077 7.97753 0.11
H -0.42845 0.15249 6.61444 0.13
H -0.37463 -0.76813 5.10138 0.11
H -2.88958 0.43058 6.29716 0.16
H -3.21415 -1.59899 4.61298 0.11
H -2.36481 -0.47416 3.48017 0.03
H -3.75033 0.16955 4.18316 0.08
H -2.32132 1.64350 3.99753 0.03
H -1.87979 2.32281 5.46163 0.10
C -0.28452 -5.56704 -3.07216 -0.05
C 0.14515 -4.36043 -3.94718 -0.46
C -0.74544 -3.18516 -3.80004 -0.06
O 1.55597 -3.99742 -3.76173 -0.08
H -0.68381 -5.10302 -2.16025 0.05
H 0.53656 -6.20920 -2.85550 0.07
H -1.14966 -6.03958 -3.52457 0.08
H 0.11308 -4.76631 -5.01788 0.15
H -1.63780 -3.51276 -3.29690 0.05
H -1.10578 -2.78526 -4.74374 0.09
H -0.21873 -2.40235 -3.28773 0.07
H 1.68177 -3.42163 -2.97644 0.08
C -6.04889 3.23294 -2.21173 -0.05
C -5.26256 2.08554 -2.91958 -0.46
C -5.93695 1.62015 -4.21793 -0.06
O -3.89027 2.42483 -3.22465 -0.07
H -7.09823 2.93406 -2.09770 0.07
H -6.03699 4.15949 -2.79785 0.08
H -5.65805 3.54178 -1.21244 0.06
H -5.19792 1.22565 -2.18723 0.13
H -6.90558 1.17577 -3.92064 0.08
H -5.39466 0.88895 -4.80570 0.07
H -6.14635 2.41016 -4.97129 0.09
H -3.40929 2.63202 -2.44377 0.00
C 4.86406 3.99308 -1.45736 -0.04
C 4.53607 2.94482 -0.39575 -0.46
C 4.02825 3.52845 0.88800 -0.05
O 3.56812 2.00569 -0.98988 -0.11
H 5.62996 3.69130 -2.15704 0.07
H 5.07736 4.96596 -1.01385 0.08
H 3.87934 3.98053 -1.93824 0.08
H 5.43440 2.41089 -0.25832 0.11
H 3.18671 4.15887 0.70876 0.08
H 4.81052 4.16593 1.29557 0.08
H 3.77735 2.73995 1.65746 0.07
H 3.77475 1.08383 -0.76580 0.05
C 5.21461 -1.56361 -1.70307 -0.04
C 4.89228 -1.53841 -0.19495 -0.46
C 5.94171 -2.34041 0.52068 -0.06
O 4.91037 -0.14686 0.21843 -0.08
H 4.44236 -1.06010 -2.31421 0.06
H 5.27005 -2.61434 -2.11126 0.10
H 6.21026 -1.13771 -1.77818 0.08
H 3.87283 -1.94732 0.02054 0.13
H 5.85166 -3.37050 0.13053 0.10
H 5.64354 -2.42274 1.56240 0.07
H 6.91679 -1.95077 0.36010 0.08
H 4.77559 -0.05038 1.16428 0.09


Record 2
163
Properties=species:S:1:pos:R:3:lowdin_spin:R:1 method="wB97M-V/def2-TZVPD" relative_energy_kcal_mol=0.00 e_tot_ev=-113766.9435 s_squared=0.76 homo_energy_ev=-8.89 spin_multiplicity=2 lumo_ev=0.38 molar_mass_g_mol=993.2 gap_ev=9.26
O 1.42046 -0.05698 -0.67583 -0.10
V 0.75177 -1.35510 -0.48366 1.04
N -0.76959 -1.08946 -2.91871 0.00
O -1.59258 -1.43378 -3.73172 0.01
O -0.17362 0.00857 -2.97882 0.00
O -0.43021 -1.97932 -1.98734 0.01
N 2.61724 -1.11414 1.80362 0.00
O 3.76339 -1.41810 1.55718 0.00
O 1.67153 -1.90002 1.32849 0.02
O 2.24764 -0.15434 2.46968 0.00
C -2.09373 2.04726 4.31263 0.00
C -1.20641 2.84701 3.39055 0.00
C -0.27589 3.83589 4.15758 0.00
O 0.18592 4.85873 3.30332 0.00
C 1.17582 5.70473 3.88359 0.00
N -0.51379 1.88295 2.50395 0.00
H -2.86926 1.46466 3.83744 0.00
H -2.68116 2.67221 5.00144 0.00
H -1.44065 1.35717 4.86110 0.00
H -1.78796 3.49235 2.68761 0.00
H 0.51355 3.23331 4.55435 0.00
H -0.87343 4.22733 5.00119 0.00
H 2.23455 5.39068 3.80781 0.00
H 1.01986 5.81665 4.99076 0.00
H 1.18632 6.67945 3.40289 0.00
H -0.10360 2.38132 1.70222 0.00
H 0.26580 1.49547 2.98445 0.00
C 0.59082 5.64562 -1.73259 0.00
C -0.00260 4.43014 -1.09912 0.00
C -0.15918 3.43822 -2.23166 0.00
O -1.05898 3.83674 -3.27465 0.00
C -2.43478 3.60808 -2.97098 0.00
N 0.63331 3.74314 -0.00999 0.00
H -0.06240 5.90081 -2.57433 0.00
H 1.54725 5.42623 -2.22067 0.00
H 0.71195 6.50729 -1.05765 0.00
H -0.97878 4.62879 -0.69293 0.00
H -0.46120 2.46902 -1.78649 0.00
H 0.77984 3.32052 -2.77722 0.00
H -2.88045 4.57233 -2.65556 0.00
H -2.61544 2.82259 -2.21985 0.00
H -2.89495 3.39071 -3.94002 0.00
H 0.49645 4.28145 0.82958 0.00
H 1.64252 3.56431 -0.10390 0.00
C -2.49132 -6.82051 2.73113 0.00
C -1.33472 -6.03458 2.13355 0.00
C -0.08910 -6.21923 2.91498 0.00
O 0.87195 -5.27972 2.50742 0.00
C 2.08340 -5.45692 3.20752 0.00
N -1.09203 -6.37762 0.69874 0.00
H -2.16664 -7.85212 2.69881 0.00
H -3.46197 -6.68406 2.25699 0.00
H -2.62668 -6.61487 3.83630 0.00
H -1.54178 -4.93250 2.09540 0.00
H 0.35363 -7.20650 2.66382 0.00
H -0.20486 -6.14915 4.01357 0.00
H 2.71529 -4.62275 2.85313 0.00
H 2.47332 -6.41598 2.93158 0.00
H 2.01928 -5.40467 4.28713 0.00
H -1.26695 -7.38305 0.55318 0.00
H -1.88191 -5.96609 0.21024 0.00
C -2.31629 -3.01309 5.10853 0.00
C -1.06611 -2.14056 4.84281 0.00
C -0.02454 -2.48475 5.98200 0.00
O -0.43608 -2.31956 7.34771 0.00
C -0.22420 -0.95444 7.76259 0.00
N -0.60184 -2.38347 3.51456 0.00
H -2.65600 -2.68851 6.10195 0.00
H -1.93051 -4.02467 5.21445 0.00
H -2.98466 -2.93507 4.25572 0.00
H -1.27178 -1.02724 4.93674 0.00
H 0.88956 -1.90784 5.76005 0.00
H 0.16389 -3.55846 5.85187 0.00
H -0.25390 -0.93171 8.86510 0.00
H -1.08447 -0.43167 7.32579 0.00
H 0.73043 -0.56654 7.43823 0.00
H 0.25816 -1.88834 3.33737 0.00
H -0.32893 -3.33768 3.42410 0.00
C 1.29330 -4.64564 -2.47361 0.00
C 1.47626 -4.43503 -0.97678 0.00
C 2.77515 -3.70725 -0.71488 0.00
O 2.55358 -2.41453 -1.22059 0.01
C 3.82463 -1.72668 -1.63746 0.00
N 0.33982 -3.77384 -0.33161 0.00
H 0.47322 -5.31480 -2.73398 0.00
H 2.20162 -4.99685 -2.95768 0.00
H 1.09127 -3.72454 -3.00346 0.00
H 1.54166 -5.41263 -0.48521 0.00
H 3.64375 -4.17009 -1.16496 0.00
H 2.98459 -3.70347 0.35806 0.00
H 3.47558 -0.91378 -2.26485 0.00
H 4.42291 -2.37264 -2.22358 0.00
H 4.33861 -1.30015 -0.77636 0.00
H 0.39531 -4.11221 0.63852 0.00
H -0.53302 -4.23160 -0.59588 0.00
C 1.92097 -0.47063 -6.29130 0.00
C 2.58711 0.85385 -5.89414 0.00
C 1.59880 1.96984 -5.90246 0.00
O 2.36505 3.16568 -5.87975 0.00
C 1.58512 4.34388 -5.82077 0.00
N 3.38791 0.69629 -4.64536 0.00
H 2.67212 -1.24799 -6.45929 0.00
H 1.39501 -0.45943 -7.26998 0.00
H 1.17081 -0.71408 -5.53614 0.00
H 3.34937 1.11905 -6.63104 0.00
H 0.89881 1.95668 -5.04204 0.00
H 0.98792 1.87916 -6.80966 0.00
H 0.98918 4.52642 -6.67535 0.00
H 2.25319 5.17552 -5.68056 0.00
H 0.93156 4.27692 -4.95210 0.00
H 3.87680 1.53654 -4.46448 0.00
H 2.74833 0.46749 -3.88191 0.00
C -2.21219 0.63491 -0.57280 0.00
C -2.27307 -0.44822 0.54405 0.00
C -3.18126 -1.57664 0.18742 0.00
O -2.94932 -2.09580 -1.08928 0.00
C -4.16051 -2.65851 -1.55356 0.00
N -0.87953 -0.82653 0.82462 0.00
H -2.36898 1.63973 -0.11678 0.00
H -3.03538 0.50555 -1.24820 0.00
H -1.27128 0.57953 -1.12725 0.00
H -2.72530 0.03931 1.42388 0.00
H -4.24322 -1.19456 0.23246 0.00
H -3.02734 -2.37289 0.94378 0.00
H -4.39326 -3.56818 -1.01881 0.00
H -4.17872 -2.90785 -2.62710 0.00
H -4.94601 -1.94568 -1.37614 0.00
H -0.89998 -1.57295 1.55974 0.00
H -0.50233 -0.01356 1.34501 0.00
C 5.74872 1.72337 0.59009 0.00
C 6.09497 2.62930 -0.62473 0.00
C 5.90215 1.94115 -2.01268 0.00
O 6.90778 0.94762 -2.31285 0.00
C 6.69584 0.39956 -3.63534 0.00
N 5.29989 3.88205 -0.61178 0.00
H 4.68598 1.59566 0.66715 0.00
H 6.14944 2.15023 1.50813 0.00
H 6.30510 0.76319 0.46097 0.00
H 7.16137 2.75838 -0.49075 0.00
H 5.90474 2.73025 -2.76109 0.00
H 4.97663 1.40460 -2.02838 0.00
H 6.89864 1.12134 -4.44915 0.00
H 5.66996 0.05495 -3.82057 0.00
H 7.41800 -0.43056 -3.69575 0.00
H 5.65506 4.56515 -1.29419 0.00
H 4.32691 3.67033 -0.90513 0.00
C -5.12579 3.12238 0.36475 0.00
C -6.39770 3.02795 -0.45250 0.00
C -6.27638 2.01255 -1.50757 0.00
O -5.22343 2.25611 -2.43265 0.00
C -4.88423 1.24818 -3.27876 0.00
N -7.46414 2.49074 0.45447 0.00
H -4.27882 3.45436 -0.22871 0.00
H -5.01738 2.14128 0.75792 0.00
H -5.15261 3.95301 1.06973 0.00
H -6.61632 4.03156 -0.85155 0.00
H -7.25369 1.97022 -2.03667 0.00
H -6.08569 1.02621 -0.99441 0.00
H -5.68673 1.07099 -4.01280 0.00
H -4.52221 0.32814 -2.78856 0.00
H -3.97446 1.64131 -3.74178 0.00
H -8.37448 2.37535 0.05051 0.00
H -7.55272 3.13945 1.20343 0.00